[1]
This record from the Open Molecules 2025 dataset describes C12H21N7O3 in the gas phase. The level of theory is ωB97M-V/def2-TZVPD.

Geometry (Å):
1 H 4.502 -4.747 -0.703
2 N 4.440 -4.583 -1.677
3 C 3.186 -4.498 -1.953
4 N 2.889 -4.101 -3.235
5 N 2.174 -4.832 -1.034
6 C 0.875 -4.076 -0.936
7 C 0.922 -2.756 -0.082
8 C 2.007 -1.726 -0.646
9 C 2.018 -0.421 0.183
10 N 2.176 -0.660 1.658
11 C 0.759 0.440 -0.064
12 O -0.111 0.239 -0.902
13 N 0.721 1.552 0.793
14 C -0.631 1.946 1.068
15 C -1.363 2.516 -0.206
16 C -2.394 3.608 0.056
17 C -2.462 4.883 -0.345
18 N -3.685 5.348 0.179
19 C -4.134 4.472 0.960
20 N -3.410 3.358 0.960
21 C -1.469 0.743 1.636
22 O -0.986 -0.323 1.843
23 O -2.784 0.912 1.886
24 H 2.038 -4.640 -3.465
25 H 3.699 -4.385 -3.812
26 H 2.549 -5.038 -0.126
27 H 0.611 -3.968 -1.960
28 H 0.128 -4.758 -0.505
29 H 1.231 -3.021 0.953
30 H -0.094 -2.294 -0.079
31 H 1.774 -1.327 -1.657
32 H 3.029 -2.140 -0.639
33 H 2.893 0.194 -0.136
34 H 1.171 -0.786 2.032
35 H 2.664 0.121 2.138
36 H 1.400 1.665 1.673
37 H -0.594 2.781 1.741
38 H -0.672 2.773 -0.992
39 H -1.918 1.661 -0.654
40 H -1.985 5.419 -1.110
41 H -4.082 6.208 -0.059
42 H -5.068 4.552 1.576
43 H -3.262 1.740 1.630

The calculation puts the frontier orbital gap at 8.9 eV. The HOMO energy is -8.5 eV. As for the SMILES: [H]/N=C(/N)NCCC[C@H](N)C(=O)N[C@@H](Cc1c[nH]cn1)C(=O)O. As for the total charge: 0.

---

[2]
This record from the Open Molecules 2025 dataset describes a molecular structure, C22H24N6O3OsS3Si. The level of theory is ωB97M-V/def2-TZVPD.

Geometry (Å):
1 Os -0.483 0.152 -0.370
2 N 0.604 -2.720 -1.686
3 C -0.708 -2.489 -1.724
4 N -1.301 -1.400 -1.250
5 C -2.678 -1.383 -1.548
6 C -3.118 -2.472 -2.193
7 S -1.808 -3.569 -2.486
8 C -3.344 -0.189 -1.024
9 C -4.560 0.344 -1.219
10 S -4.698 1.838 -0.350
11 C -3.086 1.680 0.222
12 N -2.500 0.559 -0.182
13 N -2.499 2.595 1.000
14 H 1.253 -2.002 -1.385
15 H 0.992 -3.523 -2.154
16 H -4.122 -2.710 -2.501
17 H -5.371 -0.020 -1.826
18 H -2.976 3.440 1.265
19 H -1.593 2.422 1.402
20 C -2.551 0.250 3.238
21 Si -1.510 -1.158 2.615
22 C -2.512 -2.415 1.690
23 C -0.556 -1.981 3.973
24 N -0.242 -0.443 1.405
25 C 1.044 -0.302 2.013
26 C 1.178 0.476 3.166
27 C 2.420 0.647 3.744
28 C 3.530 -0.016 3.222
29 C 3.391 -0.825 2.101
30 C 2.158 -0.945 1.485
31 H -3.054 -0.097 4.144
32 H -3.328 0.543 2.532
33 H -1.976 1.132 3.521
34 H -3.306 -2.744 2.366
35 H -1.924 -3.297 1.431
36 H -3.000 -2.039 0.795
37 H -1.167 -2.806 4.350
38 H -0.355 -1.312 4.809
39 H 0.394 -2.405 3.647
40 H 0.312 0.970 3.591
41 H 2.523 1.284 4.611
42 H 4.497 0.100 3.691
43 H 4.244 -1.344 1.686
44 H 2.062 -1.591 0.617
45 O 3.446 -0.645 -1.588
46 S 3.018 0.698 -1.346
47 O 3.575 1.473 -0.291
48 N 1.333 0.676 -1.204
49 C 0.735 1.274 -2.257
50 O -0.536 1.194 -2.225
51 C 1.629 1.858 -3.240
52 C 1.336 2.541 -4.410
53 C 2.405 2.990 -5.172
54 C 3.718 2.758 -4.770
55 C 4.016 2.065 -3.597
56 C 2.947 1.624 -2.853
57 H 0.313 2.720 -4.710
58 H 2.222 3.531 -6.090
59 H 4.530 3.119 -5.387
60 H 5.039 1.890 -3.295

The calculation puts the frontier orbital gap (alpha / beta) at 6.2 / 6.2 eV. The HOMO energy (alpha / beta) is -14.2 / -14.2 eV. As for the total charge: +2.

---

[3]
This record from the Open Molecules 2025 dataset describes a molecular structure, C37H42Cl4N6O6Pb. The level of theory is ωB97M-V/def2-TZVPD.

Geometry (Å):
1 Pb -0.122 0.298 0.023
2 O -5.361 1.395 -3.695
3 C -5.572 1.963 -2.532
4 O -6.547 2.642 -2.316
5 C -4.541 1.772 -1.451
6 C -4.671 2.343 -0.200
7 Cl -5.869 3.377 0.407
8 N -3.597 1.986 0.542
9 N -2.750 1.226 -0.171
10 C -3.300 1.069 -1.369
11 C -2.571 0.177 -2.373
12 O -3.145 -0.087 -3.445
13 O -1.438 -0.266 -2.048
14 C -3.292 2.331 1.895
15 C -4.191 2.041 2.913
16 C -3.854 2.355 4.222
17 C -2.630 2.946 4.508
18 C -1.738 3.224 3.480
19 C -2.066 2.918 2.167
20 H -4.530 0.812 -3.689
21 H -5.138 1.568 2.686
22 H -4.552 2.133 5.020
23 H -2.370 3.188 5.532
24 H -0.786 3.700 3.686
25 H -1.368 3.122 1.363
26 C 2.359 -3.774 1.158
27 C 0.857 -3.938 1.255
28 C 0.349 -4.830 2.196
29 C -1.011 -5.052 2.307
30 C -1.879 -4.385 1.455
31 C -1.416 -3.483 0.503
32 C -2.400 -2.789 -0.403
33 C -0.034 -3.255 0.418
34 N 0.496 -2.249 -0.445
35 C 1.027 -2.535 -1.566
36 C 1.010 -3.920 -2.154
37 C 1.748 -1.460 -2.359
38 C 2.568 -1.937 -3.531
39 N 1.661 -0.239 -2.003
40 C 2.364 0.759 -2.761
41 C 1.718 1.386 -3.836
42 C 0.326 1.016 -4.288
43 C 2.411 2.369 -4.532
44 C 3.703 2.727 -4.185
45 C 4.325 2.088 -3.129
46 C 3.673 1.096 -2.407
47 C 4.413 0.434 -1.268
48 H 2.818 -4.712 0.839
49 H 2.782 -3.524 2.134
50 H 2.651 -3.006 0.444
51 H 1.043 -5.361 2.838
52 H -1.394 -5.749 3.042
53 H -2.945 -4.572 1.516
54 H -3.335 -3.344 -0.438
55 H -2.022 -2.669 -1.417
56 H -2.623 -1.778 -0.046
57 H 0.447 -4.602 -1.525
58 H 2.023 -4.306 -2.281
59 H 0.546 -3.887 -3.143
60 H 3.334 -2.640 -3.194
61 H 3.053 -1.100 -4.022
62 H 1.942 -2.454 -4.260
63 H -0.016 0.062 -3.895
64 H 0.288 0.985 -5.378
65 H -0.397 1.767 -3.959
66 H 1.918 2.857 -5.366
67 H 4.220 3.505 -4.733
68 H 5.335 2.359 -2.843
69 H 5.426 0.178 -1.579
70 H 3.929 -0.480 -0.925
71 H 4.489 1.134 -0.430
72 N -1.225 -0.510 2.354
73 C -0.428 -1.098 3.450
74 C 0.412 -0.036 4.178
75 C 1.929 -0.076 3.934
76 C 2.436 0.642 2.689
77 N 2.125 -0.089 1.442
78 H -1.726 0.309 2.690
79 H -1.923 -1.179 2.037
80 H 0.216 -1.870 3.022
81 H -1.084 -1.597 4.169
82 H 0.244 -0.152 5.249
83 H 0.038 0.959 3.911
84 H 2.266 -1.122 3.914
85 H 2.426 0.388 4.788
86 H 3.515 0.788 2.790
87 H 1.981 1.630 2.602
88 H 2.445 -1.049 1.515
89 H 2.646 0.356 0.691
90 Cl 1.991 5.488 -1.629
91 C 0.899 4.555 -0.621
92 Cl -0.448 3.939 -1.617
93 Cl 0.237 5.615 0.651
94 C 1.620 3.344 0.106
95 O 2.838 3.299 0.085
96 O 0.792 2.541 0.641

The calculation puts the frontier orbital gap at 7.8 eV. The HOMO energy is -8.6 eV. As for the total charge: 0.

---

Number 1: electronic energy -1078.885119 a.u.. Number 2: electronic energy -2981.280963 a.u.. Number 3: electronic energy -4248.864446 a.u..